Molecular formula: C34H51F3FeNO3S7Si
Method: DFT, ωB97M-V with the def2-TZVPD basis set

Geometry (Å):
Fe1 -1.43289 -0.33538 0.41845
C1 0.19976 1.14122 3.72181
C2 -1.14515 1.42065 3.09747
C3 -1.29421 2.46568 2.17874
C4 -0.16066 3.42530 1.91536
C5 -2.53361 2.67987 1.56420
C6 -2.66033 3.74688 0.50313
C7 -3.64962 1.93517 1.95726
C8 -5.00565 2.27360 1.38151
C9 -3.51931 0.92569 2.92247
C10 -4.75630 0.20212 3.40896
C11 -2.26269 0.66419 3.48873
C12 -2.09880 -0.31830 4.62282
H1 0.35897 1.75271 4.61575
H2 1.00574 1.34812 3.02097
H3 0.28903 0.09653 4.01167
H4 0.38781 3.17422 1.00399
H5 0.55196 3.42723 2.73733
H6 -0.53963 4.44166 1.81089
H7 -2.92385 4.71681 0.93634
H8 -3.42518 3.49483 -0.22850
H9 -1.72537 3.86989 -0.04021
H10 -5.19818 1.72239 0.45614
H11 -5.08128 3.33481 1.15301
H12 -5.80754 2.03917 2.07650
H13 -5.23288 0.75865 4.22220
H14 -4.53411 -0.79293 3.78480
H15 -5.49233 0.08592 2.62029
H16 -1.53995 -1.20443 4.31403
H17 -3.04947 -0.64403 5.03403
H18 -1.53758 0.14120 5.43769
F1 -3.27650 1.06555 -4.25637
C13 -3.49011 -0.24883 -4.30218
F2 -3.41262 -0.61347 -5.59295
F3 -4.76346 -0.46081 -3.91510
C14 -2.52847 -1.03435 -3.45097
C15 -1.94970 -2.18550 -3.95119
C16 -1.09970 -2.95009 -3.16038
C17 -0.86334 -2.52733 -1.87054
N1 -1.43696 -1.43033 -1.38357
C18 -2.25875 -0.66023 -2.12419
S1 -2.87352 0.69059 -1.22407
H19 -2.15968 -2.48184 -4.97001
H20 -0.63131 -3.84609 -3.53942
H21 -0.23348 -3.07199 -1.18051
C19 4.82276 -2.37690 -1.05136
C20 3.66069 -2.24225 -0.07684
C21 2.44053 -2.98404 -0.59630
C22 4.04144 -2.73627 1.30897
O1 3.37791 -0.84151 0.07363
Si1 2.43584 0.22206 -0.70611
S2 0.58215 0.57021 0.28772
O2 3.09010 1.70462 -0.59838
C23 4.26241 2.23783 0.04023
C24 5.50698 1.55417 -0.51024
C25 4.13186 2.03389 1.54364
C26 4.26933 3.71979 -0.30244
O3 2.27595 -0.26286 -2.25179
C27 1.97833 0.48332 -3.44801
C28 3.20490 1.29899 -3.83741
C29 1.67611 -0.55778 -4.51279
C30 0.77645 1.38934 -3.21968
H22 5.08882 -3.42693 -1.18313
H23 5.69671 -1.84392 -0.67434
H24 4.54723 -1.95811 -2.02044
H25 2.65010 -4.05392 -0.64615
H26 2.19234 -2.63033 -1.59869
H27 1.59138 -2.83147 0.07097
H28 4.31428 -3.79188 1.27727
H29 3.20166 -2.61068 1.99368
H30 4.89020 -2.16632 1.68910
H31 5.50288 0.49336 -0.26137
H32 6.40438 2.00785 -0.08652
H33 5.54418 1.66264 -1.59534
H34 4.09359 0.97030 1.78302
H35 3.21501 2.50751 1.90035
H36 4.98055 2.47997 2.06450
H37 4.33226 3.85669 -1.38292
H38 5.12179 4.21641 0.16268
H39 3.35146 4.18880 0.05385
H40 4.07316 0.64514 -3.93701
H41 3.41727 2.05360 -3.08080
H42 3.03502 1.79826 -4.79272
H43 2.53467 -1.21696 -4.64971
H44 1.44842 -0.07571 -5.46455
H45 0.81915 -1.15950 -4.21179
H46 0.98622 2.13638 -2.45158
H47 -0.09032 0.80889 -2.89912
H48 0.52390 1.90959 -4.14505
C31 -4.18881 -2.68465 -0.62954
S3 -3.87845 -1.63305 0.80879
C32 -3.42215 -2.82621 1.99770
C33 -2.13946 -3.00197 2.36270
S4 -0.74552 -2.15728 1.76443
S5 -1.87828 -4.20668 3.60041
C34 -3.53569 -4.69524 3.81721
S6 -4.00822 -5.79592 4.92454
S7 -4.62703 -3.78669 2.82514
H49 -4.44417 -2.01811 -1.45288
H50 -5.03321 -3.33924 -0.42548
H51 -3.30816 -3.27193 -0.87644

**Spin multiplicity**: 6
**<S²>**: 8.772
**HOMO level (alpha / beta)**: -7.9 / -7.8 eV



Molecular formula: C28H23Co2N2O6S
Method: DFT, ωB97M-V with the def2-TZVPD basis set

Geometry (Å):
O1 2.50715 1.09233 -0.22274
C1 1.73406 0.69098 0.55110
Co1 0.26185 0.75481 1.64756
C2 0.19389 2.52901 1.64257
O2 0.20301 3.68363 1.55380
C3 -0.97125 0.46329 0.42106
O3 -1.73244 0.34574 -0.44253
C4 0.68611 -0.29354 3.05622
C5 -0.63922 0.02398 3.04416
C6 -1.86446 -0.09534 3.60870
C7 -2.97768 -0.60832 2.83792
C8 -4.29129 -0.14053 3.07381
C9 -5.31426 -0.46773 2.18872
C10 -5.07142 -1.35145 1.12490
C11 -3.79827 -1.90979 0.95580
C12 -2.76201 -1.55111 1.80841
Co2 1.56446 -1.36565 1.61213
C13 3.22950 -1.72538 1.19744
O4 4.32033 -1.98461 0.92105
C14 0.52080 -2.04362 0.35847
O5 -0.12414 -2.55912 -0.45336
C15 1.43961 -2.79308 2.60579
O6 1.35974 -3.74252 3.25647
H1 1.29352 -0.20920 3.96544
H2 -2.05068 0.27361 4.62390
H3 -4.46030 0.50768 3.93774
H4 -6.30602 -0.03402 2.31998
H5 -5.87585 -1.61292 0.43226
H6 -3.60249 -2.61924 0.14997
H7 -1.78003 -2.02773 1.72957
C16 -1.73277 3.29460 4.17404
C17 -2.59596 3.43752 5.41886
C18 -2.78784 4.90648 5.79017
C19 -1.95304 2.64246 6.56170
C20 -2.69954 2.67760 7.87094
C21 -1.95617 1.90588 8.93784
N1 -1.41123 0.65786 8.38054
C22 -0.83239 -0.34090 9.17341
C23 -0.40071 -1.42692 8.40865
C24 0.20990 -2.51555 9.02778
C25 0.37899 -2.49540 10.41794
C26 -0.04991 -1.39509 11.17647
C27 -0.66615 -0.29974 10.55521
S1 -0.71977 -1.17608 6.71255
C28 -1.38549 0.42119 7.03520
N2 -1.77597 1.26198 6.12916
H8 -0.74400 3.74736 4.33072
H9 -1.57653 2.23703 3.92850
H10 -2.20565 3.77884 3.31107
H11 -3.58460 2.99059 5.21302
H12 -1.84976 5.33643 6.16844
H13 -3.09316 5.48594 4.91305
H14 -3.56548 5.03077 6.55087
H15 -0.95540 3.10827 6.72758
H16 -2.83182 3.71141 8.20332
H17 -3.69852 2.24478 7.71789
H18 -1.12419 2.50517 9.33923
H19 -2.62279 1.65814 9.77109
H20 0.53816 -3.34837 8.41271
H21 0.84724 -3.34440 10.91451
H22 0.09464 -1.39104 12.25664
H23 -1.01238 0.56684 11.12188

**HOMO level**: -2.9 eV
**Charge**: -1



Molecular formula: C4H5NO5
Method: DFT, ωB97M-V with the def2-TZVPD basis set

Geometry (Å):
N1 -1.49946 0.83285 3.95405
O1 -0.79802 1.44423 4.75041
O2 -2.31783 -0.05012 4.08639
C1 0.14854 -1.54938 -1.05315
C2 0.63755 -0.17517 -1.38549
C3 1.57230 0.05760 -2.34985
C4 0.06655 0.96639 -0.57282
O3 0.35737 2.13141 -0.68793
O4 -0.87976 0.44448 0.34490
O5 -1.27886 1.31117 1.29671
H1 -0.58684 -1.41712 -0.26010
H2 -0.29456 -2.06722 -1.91911
H3 0.95999 -2.21677 -0.71766
H4 1.91250 1.05600 -2.57188
H5 2.00055 -0.76837 -2.91446

**HOMO level (alpha / beta)**: -9.1 / -9.3 eV



Molecular formula: C4H9NO
Method: DFT, ωB97M-V with the def2-TZVPD basis set

Geometry (Å):
C1 2.22942 -0.32918 0.12259
C2 0.94191 0.37976 -0.28616
C3 -0.23947 -0.07317 0.53995
O1 -0.20439 -0.88347 1.42580
N1 -1.52915 0.56920 0.22648
C4 -2.58910 -0.31151 -0.54166
H1 2.18006 -1.39722 -0.10530
H2 3.08809 0.09939 -0.40312
H3 2.40112 -0.23098 1.19888
H4 1.03797 1.46690 -0.13882
H5 0.71702 0.23540 -1.35098
H6 -1.41317 1.42004 -0.32377
H7 -2.08551 -0.51529 -1.50215
H8 -2.55598 -1.25095 0.03257
H9 -1.97883 0.82110 1.10569

**HOMO level**: -7.0 eV



Molecular formula: C20H28ClN3O2
Method: DFT, ωB97M-V with the def2-TZVPD basis set

Geometry (Å):
O1 1.84016 -1.88507 0.19706
C1 1.47209 -1.08582 -0.64217
N1 0.96208 -1.42329 -1.83991
H1 0.54079 -0.68349 -2.39910
C2 0.60187 -2.79096 -2.15456
C3 -0.84193 -3.03092 -1.79437
C4 -1.17249 -3.46646 -0.51651
C5 -2.49223 -3.62708 -0.13463
C6 -3.50894 -3.35048 -1.03321
C7 -3.20380 -2.90685 -2.30749
C8 -1.87822 -2.74278 -2.67775
Cl1 -1.53186 -2.16428 -4.27248
H2 -3.98712 -2.68288 -3.01489
H3 -4.54165 -3.47591 -0.74442
H4 -2.72717 -3.96764 0.86249
H5 -0.37384 -3.66928 0.18130
H6 0.77498 -2.96788 -3.21797
H7 1.24854 -3.43965 -1.55893
C9 1.53147 0.42164 -0.42798
H8 2.15312 0.62855 0.43968
H9 1.97573 0.90041 -1.30099
C10 0.10641 0.97134 -0.18507
N2 0.08053 1.85150 0.97042
C11 -1.12830 2.64642 0.98644
C12 -1.07291 3.61095 -0.19043
N3 -0.92909 2.84258 -1.40184
C13 -0.37790 1.62451 -1.47599
O2 -0.27952 1.04230 -2.54578
H10 -1.20369 3.26047 -2.28010
H11 -1.98843 4.20510 -0.24872
H12 -0.21819 4.28720 -0.06606
H13 -1.17496 3.20991 1.91780
H14 -2.03849 2.02290 0.90633
C14 0.33803 1.15177 2.22820
H15 0.55940 0.09972 2.02888
C15 1.52291 1.76029 2.99137
C16 1.83512 0.91839 4.22914
C17 3.02520 1.49188 4.99223
C18 2.75605 2.93799 5.39565
C19 2.45193 3.78186 4.16219
C20 1.26017 3.20924 3.39968
H16 0.37191 3.25131 4.03580
H17 1.07341 3.80823 2.50716
H18 2.24164 4.81235 4.45738
H19 3.32677 3.79339 3.50818
H20 3.62120 3.34576 5.92260
H21 1.90276 2.97145 6.07728
H22 3.22130 0.88701 5.87991
H23 3.91364 1.45248 4.35812
H24 2.04836 -0.10947 3.92888
H25 0.95920 0.90161 4.88281
H26 2.39696 1.74949 2.33253
H27 -0.55386 1.17844 2.86674
H28 -0.58236 0.11114 -0.03231

**HOMO level**: -8.9 eV



Molecular formula: C3H9O2S
Method: DFT, ωB97M-V with the def2-TZVPD basis set

Geometry (Å):
C1 -1.38704 -0.17168 -0.08677
O1 -1.19042 -1.31995 0.59342
C2 -0.46877 1.05442 0.19958
C3 1.01131 0.79796 0.29542
S1 1.90965 1.03175 -1.29946
H1 -2.40087 0.26680 0.07434
H2 -1.45988 -0.30267 -1.19302
H3 -0.64845 1.71953 -0.65976
H4 -0.99023 1.64061 0.96459
H5 1.32080 -0.20047 0.57622
H6 1.41319 1.55583 0.96851
H7 0.86984 1.13266 -2.13657
H8 1.04206 -3.12461 0.30557
H9 -0.06795 -1.86007 0.76345
O2 1.04678 -2.22012 0.63448

**HOMO level**: -3.6 eV
**Charge**: -1